A 2-piece molecular cluster, C61H80N6O3 overall, computed with ωB97M-V/def2-TZVPD.

Geometry as XYZ:
```
150
Properties=species:S:1:pos:R:3
C 0.62205 0.37554 3.07706
N 0.43492 -1.06117 3.03990
C -0.06509 -1.66290 4.20829
O -0.17652 -1.07543 5.27635
N -0.45722 -2.99915 4.01942
C -0.87822 -3.65867 5.23400
C 0.10394 -3.79857 2.99837
O 0.21836 -5.02454 3.14638
C 0.46879 -3.07402 1.80111
C 1.37288 -3.60548 0.83635
C 1.93947 -2.55435 -0.09892
C 3.04897 -1.78068 0.25798
C 3.47907 -0.73669 -0.55489
C 2.79394 -0.47660 -1.77253
N 3.20914 0.52809 -2.59971
C 4.48493 1.17828 -2.39484
C 4.73783 1.41866 -0.91889
C 4.63925 0.10633 -0.14248
C 2.69291 0.63918 -3.94773
C 1.20388 0.35173 -3.99403
C 0.90903 -1.02165 -3.39532
C 1.67607 -1.27591 -2.14150
C 1.29232 -2.31761 -1.30330
C 0.04356 -1.66796 1.82757
O -0.52377 -1.04793 0.92752
H 1.32617 0.65561 2.28840
H -0.33214 0.89484 2.92765
H 1.03256 0.62795 4.05415
H -1.33895 -4.60678 4.96673
H -0.01959 -3.83272 5.89491
H -1.58420 -3.00468 5.74542
H 2.15232 -4.18918 1.35862
H 3.55931 -1.99121 1.20308
H 5.29828 0.55950 -2.81726
H 4.46052 2.12173 -2.95250
H 5.72802 1.86332 -0.79485
H 3.99872 2.13040 -0.53268
H 4.57472 0.32113 0.93112
H 5.56923 -0.46566 -0.28694
H 2.90778 1.65739 -4.29271
H 3.22991 -0.06174 -4.61381
H 0.66178 1.11771 -3.42710
H 0.86227 0.39539 -5.03073
H -0.16821 -1.11432 -3.19386
H 1.15077 -1.80693 -4.13299
H 0.43108 -2.94058 -1.56454
C -6.69362 -6.37486 -1.11283
C -6.00943 -7.16596 -2.23537
C -6.60412 -8.57320 -2.32506
C -4.49868 -7.14167 -2.06633
C -3.78618 -8.20099 -1.49206
C -2.42061 -8.09852 -1.25359
C -1.66852 -9.14018 -0.43233
C -2.35992 -10.49848 -0.38298
C -1.28417 -8.61789 0.95122
C -1.70348 -6.96779 -1.75941
C -0.24631 -7.02240 -1.87141
N 0.38541 -7.96162 -2.68924
C -0.17139 -9.17621 -3.26176
C 0.27720 -10.42537 -2.79739
C 1.43293 -10.54684 -1.79922
C 2.76952 -10.55508 -2.53203
C 1.29706 -11.73033 -0.84466
C -0.37178 -11.57156 -3.27131
C -1.43858 -11.46878 -4.16121
C -1.83161 -10.22707 -4.65628
C -1.15547 -9.07101 -4.26179
C -1.36011 -7.73777 -4.97755
C -2.75203 -7.59022 -5.58541
C -0.25622 -7.49038 -6.00740
N 1.72258 -7.79694 -2.68545
N 1.95210 -6.72053 -1.91387
C 3.28556 -6.42753 -1.43072
C 3.64018 -6.87941 -0.14921
C 2.78193 -7.88004 0.63818
C 2.21018 -7.27358 1.91432
C 3.56201 -9.15829 0.95207
C 4.83691 -6.42528 0.40574
C 5.67477 -5.58807 -0.32415
C 5.33869 -5.21965 -1.62485
C 4.14889 -5.64493 -2.20864
C 3.85045 -5.27376 -3.66521
C 2.56433 -4.47008 -3.84365
C 3.88314 -6.49579 -4.58869
C 0.75572 -6.24295 -1.32043
C 0.83580 -5.17348 -0.39462
C -2.43945 -5.84456 -2.24503
C -1.78993 -4.51272 -2.63095
C -2.29990 -3.37630 -1.73353
C -1.99958 -4.18141 -4.11092
C -3.81548 -5.97385 -2.40381
H -6.30780 -5.35132 -1.05556
H -7.77488 -6.32672 -1.27961
H -6.51700 -6.85995 -0.14379
H -6.22235 -6.64345 -3.18081
H -6.09530 -9.17391 -3.08631
H -6.53439 -9.08756 -1.35978
H -7.66275 -8.50496 -2.59676
H -4.32061 -9.10721 -1.19990
H -0.72648 -9.29916 -0.97139
H -2.59866 -10.84107 -1.39837
H -1.70236 -11.24626 0.07727
H -3.28513 -10.44509 0.20664
H -0.75777 -7.65679 0.87772
H -2.18560 -8.46673 1.56470
H -0.62383 -9.33194 1.46431
H 1.41033 -9.63365 -1.18724
H 2.93299 -9.56273 -2.96493
H 3.59636 -10.78332 -1.84903
H 2.75648 -11.29546 -3.34316
H 0.31398 -11.74138 -0.35724
H 1.44269 -12.68164 -1.37510
H 2.05983 -11.66070 -0.05711
H -0.04281 -12.55523 -2.92948
H -1.95536 -12.37115 -4.49098
H -2.65042 -10.15583 -5.37460
H -1.26757 -6.97539 -4.19582
H -3.52439 -7.78228 -4.82993
H -2.89828 -6.57006 -5.96383
H -2.88744 -8.28819 -6.42240
H 0.73611 -7.57809 -5.54539
H -0.32168 -8.23467 -6.81374
H -0.34532 -6.48697 -6.44442
H 1.94442 -8.14775 -0.02023
H 1.59760 -6.38783 1.71043
H 1.56969 -8.00027 2.43194
H 3.01748 -6.97425 2.59820
H 4.00303 -9.57955 0.03969
H 4.37198 -8.94916 1.66410
H 2.89627 -9.91201 1.39298
H 5.10288 -6.74509 1.41617
H 6.60493 -5.23120 0.11818
H 6.00935 -4.58388 -2.20880
H 4.67751 -4.61441 -3.96448
H 2.52449 -3.62564 -3.14498
H 2.49573 -4.07047 -4.86469
H 1.68642 -5.10311 -3.67138
H 4.86014 -6.98845 -4.52935
H 3.11379 -7.21913 -4.29074
H 3.70639 -6.19414 -5.62745
H 1.89421 -4.86562 -0.45475
H -0.05780 -5.00523 0.22471
H -0.71100 -4.61153 -2.45919
H -2.03069 -3.55895 -0.68494
H -1.87369 -2.40792 -2.03010
H -3.39471 -3.30334 -1.79448
H -1.59424 -4.97145 -4.75809
H -3.06940 -4.06922 -4.33738
H -1.48655 -3.24503 -4.37260
H -4.38189 -5.13027 -2.81477
```

The value obtained for the LUMO energy is 0.2750 eV. As for the energy above the lowest of the compared OMol25 structures with the same formula, charge and spin: 46.4 kcal/mol. For the HOMO energy, the calculation gives -6.33 eV. The largest force on an atom comes out at 6.4 eV/Å.